Density functional theory data (wB97M-V/def2-TZVPD) for CH16AgO7 as an isolated structure.

Structure (XYZ):
```
25
Properties=species:S:1:pos:R:3
Ag 0.442 -0.593 0.278
C -3.229 2.809 -1.620
O -3.065 1.442 -1.249
H -2.369 3.424 -1.351
H -3.374 2.833 -2.700
H -4.172 3.125 -1.175
H -3.914 1.015 -1.385
O 3.129 2.517 -0.210
H 3.721 2.699 -0.939
H 2.889 3.381 0.125
O -2.185 -3.337 1.556
H -2.842 -3.360 2.252
H -1.899 -4.246 1.467
O -0.758 1.636 3.071
H -0.116 2.075 3.629
H -1.518 1.503 3.638
O 2.600 -1.586 3.562
H 2.360 -1.482 4.483
H 3.551 -1.476 3.547
O 0.950 0.036 -3.737
H 0.523 -0.571 -4.342
H 1.562 0.529 -4.284
O 2.408 -3.885 -1.277
H 2.634 -3.692 -2.187
H 2.673 -4.796 -1.152
```

The orbital gap (alpha / beta) is 7.704 / 2.608 eV. The LUMO energy (alpha / beta) is -8.343 / -13.438 eV. Its relative energy (zero: lowest compared OMol25 entry of this formula, charge and spin) is 0.0000 eV. As for the HOMO energy (alpha / beta): -0.590 / -0.590 hartree. Its maximum force is 0.0465 hartree/bohr. Its molar mass is 248.00 g/mol. Its total energy is -19607.0010 eV. Its multiplicity is 2. As for the total charge: +2.

Density functional theory data (wB97M-V/def2-TZVPD) for a 2-piece molecular cluster, CH3N5O3 overall.

Structure (XYZ):
```
12
Properties=species:S:1:pos:R:3
C -2.008 -1.017 -0.442
N -2.532 -1.892 -0.974
N 1.337 0.014 -0.621
N 2.138 -0.465 0.160
N -1.267 -0.244 0.346
N -1.327 1.019 0.148
O -2.101 1.654 -0.520
O -0.368 1.693 0.808
O 2.384 0.128 1.210
H 0.842 -0.574 -1.338
H 0.268 1.159 1.348
H 2.635 -1.475 -0.127
```

The orbital gap (alpha / beta) is 9.962 / 9.961 eV. The LUMO energy (alpha / beta) is -0.643 / -0.643 eV. Its relative energy (zero: lowest compared OMol25 entry of this formula, charge and spin) is 1.3240 eV. As for the structure (SMILES): N#C/N=[N+](\[O-])O.[H]/N=[NH+]/[O-]. As for the HOMO energy (alpha / beta): -0.390 / -0.390 hartree. Its maximum force is 0.0691 hartree/bohr. Its molar mass is 133.07 g/mol. Its total energy is -14670.4800 eV.

Density functional theory data (wB97M-V/def2-TZVPD) for C36H22N3O5OsPS3 as an isolated structure.

Structure (XYZ):
```
71
Properties=species:S:1:pos:R:3
Os 0.452 0.252 0.187
S 0.740 -3.106 -2.277
C -0.165 -2.142 -3.372
C -1.124 -2.574 -4.273
C -1.673 -1.647 -5.153
C -2.615 -2.057 -6.124
N -3.375 -2.409 -6.907
C -1.276 -0.293 -5.098
C -0.327 0.135 -4.168
C 0.224 -0.791 -3.305
S 1.520 -0.550 -2.154
C -1.795 0.646 -6.015
N -2.171 1.437 -6.756
H -1.417 -3.612 -4.298
H -0.013 1.167 -4.154
O 4.575 -0.220 1.297
S 3.581 -0.256 0.263
O 3.981 0.225 -1.029
O 2.350 0.525 0.738
C 3.131 -2.009 0.106
C 4.129 -2.724 -0.528
C 4.030 -4.099 -0.654
C 2.936 -4.760 -0.119
C 1.936 -4.049 0.518
C 2.013 -2.660 0.615
P 0.693 -1.697 1.418
C 1.320 -1.892 3.119
C 0.840 -2.920 3.926
C 1.430 -3.163 5.154
C 2.508 -2.398 5.570
C 3.001 -1.390 4.757
C 2.410 -1.131 3.533
C -0.908 -2.545 1.399
C -1.826 -2.046 2.328
C -3.149 -2.439 2.279
C -3.581 -3.309 1.288
C -2.679 -3.781 0.349
C -1.348 -3.403 0.400
H 4.970 -2.173 -0.920
H 4.804 -4.651 -1.166
H 2.852 -5.831 -0.216
H 1.076 -4.561 0.926
H 0.007 -3.525 3.597
H 1.051 -3.959 5.777
H 2.969 -2.594 6.527
H 3.855 -0.804 5.063
H 2.805 -0.355 2.892
H -1.492 -1.340 3.081
H -3.855 -2.047 2.996
H -4.620 -3.604 1.235
H -3.011 -4.432 -0.446
H -0.666 -3.748 -0.362
O -3.378 0.308 -1.116
C -2.221 0.546 -0.856
O -1.470 -0.138 -0.049
C -1.468 1.699 -1.483
C -2.060 2.491 -2.474
C -1.329 3.509 -3.022
C 0.000 3.707 -2.596
C 0.818 4.724 -3.125
C 2.109 4.872 -2.698
C 2.628 4.028 -1.702
C 1.858 3.041 -1.149
C 0.534 2.852 -1.588
N -0.225 1.863 -1.048
H -3.071 2.262 -2.771
H -1.739 4.153 -3.785
H 0.393 5.377 -3.874
H 2.734 5.644 -3.123
H 3.646 4.153 -1.373
H 2.253 2.400 -0.370
```

The orbital gap (alpha / beta) is 6.895 / 4.321 eV. The LUMO energy (alpha / beta) is -1.043 / -3.581 eV. Its relative energy (zero: lowest compared OMol25 entry of this formula, charge and spin) is 0.9251 eV. As for the HOMO energy (alpha / beta): -0.292 / -0.290 hartree. Its maximum force is 0.0424 hartree/bohr. Its molar mass is 893.99 g/mol. Its total energy is -96657.0221 eV. Its multiplicity is 5.

Density functional theory data (wB97M-V/def2-TZVPD) for C30H29BFKN2O7P as an isolated structure.

Structure (XYZ):
```
72
Properties=species:S:1:pos:R:3
N 5.893 -1.203 1.228
C 6.108 -0.344 0.333
C 5.039 0.351 -0.505
C 3.959 -0.581 -0.996
C 4.177 -1.342 -2.159
P 5.744 -1.184 -3.064
N 6.981 -1.703 -2.258
C 3.207 -2.241 -2.620
B 3.403 -3.166 -3.907
O 3.352 -2.625 -5.179
O 3.692 -4.496 -3.710
C 1.990 -2.360 -1.945
C 1.757 -1.591 -0.822
C 2.734 -0.724 -0.331
C 2.387 -0.001 0.911
O 3.184 0.231 1.794
C 0.970 0.426 1.020
C 0.637 1.644 1.612
C 1.736 2.569 2.105
C 1.397 4.057 2.041
C 1.643 4.587 0.667
O 2.202 3.972 -0.193
O 1.212 5.840 0.487
C -0.706 1.962 1.690
C -1.729 1.151 1.199
C -3.120 1.748 1.326
C -4.217 0.836 1.833
O -4.098 0.322 2.908
C -5.450 0.655 1.024
C -6.583 0.134 1.645
C -7.767 -0.031 0.945
C -7.851 0.316 -0.400
C -6.718 0.809 -1.040
C -5.534 0.979 -0.332
C -1.397 -0.076 0.606
C -2.443 -1.001 0.028
C -2.868 -2.115 1.025
C -4.285 -2.637 0.781
F -5.102 -2.402 1.871
C -0.032 -0.419 0.525
C 0.464 -1.695 -0.084
O -0.090 -2.756 0.011
H 4.897 -1.406 1.302
H 7.129 -0.030 0.152
H 4.603 1.163 0.068
H 5.523 0.817 -1.359
H 5.805 0.189 -3.382
H 5.577 -1.845 -4.295
H 7.465 -2.441 -2.751
H 2.436 -2.516 -5.461
H 2.917 -5.045 -3.557
H 1.241 -3.056 -2.294
H 2.002 2.280 3.114
H 2.597 2.440 1.470
H 2.087 4.587 2.701
H 0.400 4.295 2.393
H 1.148 5.957 -0.473
H -0.981 2.902 2.144
H -3.043 2.522 2.085
H -3.367 2.258 0.402
H -6.531 -0.144 2.686
H -8.647 -0.430 1.426
H -8.768 0.216 -0.959
H -6.755 1.075 -2.084
H -4.686 1.364 -0.877
H -3.342 -0.465 -0.244
H -2.011 -1.512 -0.824
H -2.823 -1.767 2.053
H -2.201 -2.961 0.946
H -4.280 -3.713 0.626
H -4.734 -2.189 -0.107
K 2.461 1.559 5.027
```

The orbital gap is 6.623 eV. The LUMO energy is -3.854 eV. Its relative energy (zero: lowest compared OMol25 entry of this formula, charge and spin) is 0.0000 eV. As for the HOMO energy: -0.385 hartree. Its maximum force is 0.0256 hartree/bohr. Its molar mass is 629.45 g/mol. Its total energy is -77896.9662 eV. As for the total charge: +1.